A molecular structure, C13H27MnN2O3PS in a non-equilibrium geometry, computed with the ωB97M-V functional and the def2-TZVPD basis.

Calculated values
⟨S²⟩: 3.801
Calculated total energy, Ha: -2735.41200
2S+1: 4
HOMO-LUMO gap (alpha / beta), eV: 7.894 / 5.092
F_max, eV/Å: 8.9
Charge: +4

```
48
C13H27MnN2O3PS | the OMol25 dataset | the ωB97M-V functional and the def2-TZVPD basis
Mn -0.13892 -0.30427 1.38118
C -1.98368 -0.44994 1.19644
O -3.13078 -0.58224 1.01701
C -0.33323 1.45493 1.58067
O -0.42739 2.62317 1.70248
C 1.61617 0.01068 1.54954
O 2.73065 0.35939 1.66866
C -1.47365 0.98274 -1.78520
P -0.01653 0.18753 -0.92731
H 0.48157 -1.49498 -2.59886
H -2.32072 0.35089 -1.46328
C 1.43176 0.96286 -1.81906
H 1.12862 0.93516 -2.88000
C -1.39307 0.95312 -3.31940
H -1.05055 -0.00920 -3.71814
H -0.75051 1.75692 -3.70803
H -2.40209 1.13426 -3.72154
C -1.79577 2.41018 -1.31810
H -1.03387 3.13487 -1.62456
C 0.89679 -2.46799 -0.72620
H -1.91213 2.48065 -0.23326
H -2.74507 2.72994 -1.77500
C -1.39881 -2.15372 -1.71705
H 0.46632 -2.46227 0.28795
H 0.92884 -3.49522 -1.12861
H 1.92562 -2.13430 -0.56166
C 0.01289 -1.57298 -1.60742
H -1.33853 -3.23807 -1.87236
H -1.93326 -1.71742 -2.56319
H -1.97985 -1.96820 -0.80325
C 2.70808 0.14388 -1.65310
H 3.02676 0.12611 -0.60554
H 3.50893 0.62042 -2.23064
H 2.60527 -0.87824 -2.02322
C 1.71069 2.41116 -1.41934
H 1.96259 2.49745 -0.35456
H 0.88969 3.09323 -1.64754
H 2.58025 2.76349 -1.98860
H -0.49400 -3.75636 0.90200
H -0.46877 -3.29938 1.51339
N -0.00511 0.90653 4.82362
C -0.03606 -0.42977 4.75001
N 0.10644 -1.14285 5.87099
S -0.21884 -1.42774 3.29366
H 0.01596 1.34465 5.73662
H -0.12025 1.50814 4.00424
H 0.05038 -2.14124 5.72064
H 0.11717 -0.75596 6.79491
```

A molecular structure, C13H27N5O2SW, computed with the ωB97M-V functional and the def2-TZVPD basis.

Calculated values
⟨S²⟩: 2.021
Calculated total energy, Ha: -1399.49622
2S+1: 3
HOMO-LUMO gap (alpha / beta), eV: 7.622 / 5.109
Energy above the lowest of the compared OMol25 structures with the same formula, charge and spin, kcal per mole: 1.1
F_max, eV/Å: 0.4
Charge: +4

```
49
C13H27N5O2SW | the OMol25 dataset | the ωB97M-V functional and the def2-TZVPD basis
W 0.13187 0.53592 0.12195
N 1.90183 -0.90887 0.00719
C 1.63916 -2.08183 -0.89190
C 0.19123 -2.48205 -0.72368
N -0.70364 -1.27416 -0.81552
C -1.16258 -0.94169 -2.21213
C -0.11049 -0.13125 -2.93852
N 0.39499 0.97078 -2.03190
H 2.76930 -0.46856 -0.29922
H 2.12851 -1.27941 0.93124
H 2.29321 -2.91678 -0.64205
H 1.87277 -1.78974 -1.91190
H 0.03409 -2.92706 0.26044
H -0.10434 -3.22415 -1.46585
H -1.55329 -1.53284 -0.31231
H -2.09005 -0.37639 -2.11896
H -1.38973 -1.85710 -2.75975
H -0.52487 0.29541 -3.85081
H 0.73460 -0.74500 -3.23673
H -0.07222 1.83303 -2.30367
H 1.36948 1.13975 -2.28104
O 6.39212 5.54248 3.01397
C 5.28825 5.32025 3.72431
N 4.53491 4.26750 3.20182
C 3.27062 3.97287 3.74359
O 2.83595 4.64325 4.63278
C 2.46861 2.78543 3.24109
C 1.81463 2.05453 4.23579
C 0.94926 1.01891 3.89774
C 0.75854 0.79199 2.55696
N 1.36484 1.49360 1.58864
C 2.21515 2.48380 1.90903
H 6.98807 6.21477 3.39794
H 4.63267 6.23167 3.89683
H 5.48655 5.15605 4.83536
H 4.99339 3.67803 2.51158
H 1.97564 2.30510 5.27848
H 0.44305 0.43216 4.65269
H 0.06547 -0.01881 2.23075
H 2.65440 3.03350 1.08571
C -3.03794 1.71009 1.49627
S -1.77788 1.72521 0.20648
C -2.54960 2.79646 -1.02355
H -3.12583 2.71884 1.89825
H -2.74086 1.00834 2.27175
H -3.98327 1.40059 1.05098
H -3.45808 2.31708 -1.38684
H -1.86472 2.99179 -1.84465
H -2.79784 3.73766 -0.53312
```